No. 1
A cluster of 3 separate species, C55H71BFINO6 in total. Source: the Open Molecules 2025 dataset; level of theory: ωB97M-V with the def2-TZVPD basis set.

Each line ends with the Mulliken charge.
Element x y z (Å)
C -1.110 -1.652 -0.840  -0.23
C -2.567 -2.384 -0.666  -0.52
C -3.827 -1.357 -0.418  -0.52
C -3.578 -0.227 0.742  -0.57
C -2.813 -0.771 2.087  -0.06
C -1.471 0.170 2.333  -0.50
C -1.782 1.185 3.592  -0.46
C -0.430 1.913 4.189  0.03
C -0.282 3.484 3.662  -0.73
C 1.181 4.151 4.056  -0.58
C 2.355 3.339 3.249  -0.28
C 3.496 2.643 4.215  -0.68
C 4.092 1.256 3.516  -0.63
C 4.834 1.517 2.078  -0.45
C 4.571 0.298 0.964  0.18
C 6.033 -0.008 0.290  -1.35
C 5.995 -0.817 -1.133  0.46
C 6.228 -2.448 -0.882  -1.34
C 5.504 -3.335 -2.102  0.12
C 4.043 -3.766 -1.572  -0.82
I 2.367 -3.663 -2.940  0.02
C 4.162 -5.360 -1.077  -0.45
C 4.231 -6.337 -2.432  -0.76
C 5.621 -2.448 -3.454  -0.93
C 5.449 -3.325 -4.870  -0.34
C 6.489 -2.696 -5.973  -0.21
F 6.143 -3.249 -7.326  -0.32
N 4.810 -1.152 -3.469  0.38
C 4.710 -0.485 -2.094  -0.21
C 4.616 1.142 -2.394  -1.07
B 3.194 1.625 -3.063  0.45
O 2.255 0.797 -3.843  -0.21
O 2.828 3.072 -2.868  -0.54
H -0.602 -1.448 0.218  0.03
H -0.393 -2.431 -1.390  0.02
H -1.127 -0.693 -1.520  0.16
H -2.596 -3.183 0.194  0.26
H -2.776 -2.962 -1.683  0.33
H -4.838 -1.968 -0.262  0.27
H -3.975 -0.764 -1.441  0.17
H -4.644 0.157 1.088  0.26
H -3.049 0.715 0.244  0.26
H -2.594 -1.921 2.093  0.28
H -3.531 -0.566 3.018  -0.02
H -0.500 -0.456 2.569  0.28
H -1.207 0.849 1.404  0.23
H -2.280 0.552 4.444  0.10
H -2.536 2.031 3.286  0.17
H -0.483 1.962 5.377  0.22
H 0.495 1.262 3.885  -0.14
H -0.372 3.472 2.491  0.22
H -1.150 4.149 4.080  0.36
H 1.356 4.215 5.212  0.35
H 1.211 5.271 3.653  0.28
H 1.831 2.462 2.642  0.05
H 2.931 4.032 2.490  0.34
H 4.381 3.425 4.386  0.31
H 3.092 2.396 5.310  0.33
H 4.905 0.763 4.230  0.30
H 3.197 0.516 3.372  0.23
H 4.473 2.554 1.609  0.12
H 5.992 1.642 2.267  0.38
H 3.759 0.719 0.234  -0.12
H 4.144 -0.613 1.570  0.30
H 6.734 -0.526 1.101  0.31
H 6.531 1.050 0.075  0.37
H 6.961 -0.469 -1.742  0.32
H 7.392 -2.644 -0.973  0.29
H 5.885 -2.779 0.188  0.34
H 6.184 -4.289 -2.222  0.68
H 3.828 -3.165 -0.564  0.52
H 3.232 -5.718 -0.464  0.35
H 5.198 -5.539 -0.522  0.27
H 3.177 -6.802 -2.704  0.29
H 5.003 -7.224 -2.298  0.28
H 4.576 -5.745 -3.396  0.13
H 6.757 -2.078 -3.506  0.41
H 4.336 -3.230 -5.253  0.22
H 5.766 -4.463 -4.715  0.22
H 6.337 -1.513 -5.952  0.16
H 7.587 -3.021 -5.697  0.30
H 3.897 -1.226 -3.971  0.51
H 5.394 -0.477 -4.051  0.61
H 3.686 -0.791 -1.598  0.18
H 5.484 1.501 -3.130  0.44
H 4.769 1.802 -1.413  0.10
H 1.922 0.095 -3.209  0.20
H 2.270 3.308 -3.671  0.29
C -5.731 4.008 -7.035  -0.47
C -6.042 2.952 -6.179  -0.50
C -5.039 2.079 -5.754  -0.55
C -3.722 2.256 -6.196  0.28
C -3.416 3.298 -7.071  0.18
C -4.420 4.183 -7.482  -0.58
C -2.040 3.464 -7.582  0.61
O -1.769 4.381 -8.348  -0.67
C -0.998 2.505 -7.165  0.19
C 0.297 2.617 -7.687  -0.61
C 1.292 1.722 -7.287  -0.58
C 1.000 0.722 -6.360  -0.27
C -0.290 0.605 -5.842  -0.63
C -1.294 1.493 -6.253  0.17
C -2.664 1.339 -5.727  0.53
O -2.923 0.457 -4.916  -0.73
H -6.511 4.694 -7.359  0.40
H -7.065 2.808 -5.841  0.40
H -5.288 1.260 -5.082  0.47
H -4.186 5.007 -8.155  0.46
H 0.535 3.397 -8.409  0.47
H 2.296 1.807 -7.698  0.41
H 1.777 0.030 -6.043  0.38
H -0.512 -0.181 -5.123  0.57
C -4.280 0.338 10.152  -0.39
C -3.487 0.776 9.092  -0.63
C -3.968 0.703 7.784  -0.45
C -5.242 0.178 7.533  0.19
C -6.024 -0.283 8.591  0.35
C -5.547 -0.193 9.905  -0.68
C -7.349 -0.885 8.334  0.56
O -8.038 -1.287 9.263  -0.67
C -7.826 -1.002 6.942  0.30
C -9.055 -1.623 6.680  -0.62
C -9.520 -1.726 5.367  -0.42
C -8.766 -1.203 4.316  -0.57
C -7.540 -0.590 4.574  -0.49
C -7.064 -0.498 5.889  0.13
C -5.749 0.121 6.148  0.41
O -5.084 0.577 5.225  -0.65
H -3.909 0.403 11.173  0.39
H -2.495 1.178 9.283  0.40
H -3.346 1.052 6.961  0.58
H -6.158 -0.538 10.737  0.46
H -9.650 -2.031 7.495  0.46
H -10.471 -2.213 5.165  0.39
H -9.132 -1.277 3.294  0.40
H -6.954 -0.188 3.748  0.56

Summary:
lowest unoccupied orbital energy	-2.831	eV
charge	+1
frontier orbital gap	7.986	eV
E_HOMO	-10.8	eV
spin multiplicity	1

No. 2
A structure of composition C23H42Cl3EuN2O4Si. Source: the Open Molecules 2025 dataset; level of theory: ωB97M-V with the def2-TZVPD basis set.

Each line ends with the Löwdin spin population.
Element x y z (Å)
C -1.449 -2.060 -2.446  0.00
C -1.006 -3.089 -1.458  0.00
H -1.174 -2.295 -3.470  0.00
H -1.039 -1.085 -2.188  0.00
H -2.536 -1.951 -2.412  0.00
C -0.548 -4.307 -1.757  0.00
C -0.374 -4.911 -3.109  0.00
H -0.282 -4.960 -0.933  0.00
H -0.607 -4.226 -3.920  0.00
H -1.013 -5.789 -3.228  0.00
H 0.651 -5.262 -3.255  0.00
Eu 0.000 0.000 0.961  6.04
Cl -2.245 0.141 1.516  0.00
Cl -0.274 1.217 -0.997  0.00
H 0.676 4.519 4.189  0.00
H -1.428 5.480 2.969  0.00
C 1.021 4.212 3.202  0.00
C -0.978 5.109 2.047  0.00
N -0.107 3.987 2.321  0.01
H 1.586 3.292 3.286  0.00
C -0.332 2.792 1.767  0.01
O 0.383 1.798 1.972  0.00
H -1.770 4.803 1.372  0.00
H -1.197 2.741 1.108  0.00
H 1.662 4.995 2.799  0.00
H -0.420 5.923 1.584  0.00
H 1.498 -1.708 -2.355  0.00
H 2.430 -3.749 -1.200  0.00
C 2.298 -1.107 -1.931  0.00
C 3.252 -3.115 -0.865  0.00
N 2.788 -1.752 -0.725  0.00
H 1.898 -0.132 -1.683  0.00
C 2.605 -1.211 0.471  0.00
O 2.103 -0.096 0.694  0.00
H 3.616 -3.487 0.089  0.00
H 2.968 -1.836 1.298  0.00
H 3.110 -1.019 -2.651  0.00
H 4.059 -3.167 -1.593  0.00
O -0.018 -1.701 0.172  -0.01
C -1.082 -2.589 -0.021  0.00
C 0.111 -4.123 1.595  0.00
C -1.075 -3.694 1.009  0.00
H 1.025 -3.616 1.325  0.00
C 0.118 -5.163 2.514  0.00
H -2.036 -2.060 0.083  0.00
C -2.262 -4.315 1.386  0.00
H 1.053 -5.492 2.950  0.00
C -1.071 -5.784 2.873  0.00
C -2.264 -5.349 2.310  0.00
H -3.194 -3.981 0.945  0.00
H -1.069 -6.597 3.589  0.00
H -3.198 -5.820 2.590  0.00
Si -0.396 4.844 -4.775  0.00
Cl -0.650 3.432 -6.312  0.00
C 1.418 4.861 -4.334  0.00
C -1.450 4.291 -3.337  0.00
C -0.957 6.495 -5.444  0.00
H 1.751 3.882 -3.992  0.00
H 1.614 5.578 -3.536  0.00
H 2.030 5.139 -5.190  0.00
H -0.369 6.790 -6.311  0.00
H -0.850 7.273 -4.688  0.00
H -2.002 6.465 -5.746  0.00
H -1.148 3.307 -2.980  0.00
H -2.501 4.235 -3.615  0.00
H -1.362 4.989 -2.504  0.00
C 1.101 -0.709 4.961  0.09
C 0.000 0.000 4.232  0.45
C -1.098 0.711 4.965  0.09
O 0.000 0.000 2.961  0.20
H 0.977 -0.629 6.061  0.00
H 2.077 -0.262 4.679  0.03
H 1.098 -1.783 4.679  0.03
H -1.096 1.784 4.684  0.03
H -2.076 0.265 4.689  0.02
H -0.970 0.631 6.064  0.00

Summary:
lowest unoccupied orbital energy (spin up / spin down)	2.401 / 2.396	eV
charge	-1
frontier orbital gap (spin up / spin down)	3.285 / 7.107	eV
⟨S²⟩	15.764
E_HOMO (spin up / spin down)	-0.9 / -4.7	eV
energy relative to the best compared isomer or geometry (same formula, charge and spin)	5.151	eV
spin multiplicity	8

| no. | total energy (hartree) |
| --- | --- |
| 1 | -3066.4538 |
| 2 | -3692.5390 |